[1]
Below is a structure of composition C60H63GeN4O2SSc, with properties calculated with the ωB97M-V functional and the def2-TZVPD basis.

Results
Calculated total energy = -161359.5328 eV
E_HOMO (spin up / spin down) = -3.371 / -4.182 eV
Multiplicity = 2
Net charge = -1
Kohn-Sham gap (spin up / spin down) = 4.97 / 5.78 eV
Relative energy (zero: lowest compared OMol25 entry of this formula, charge and spin) = 17.8 kcal per mole

Geometry as XYZ:
```
132
Properties=species:S:1:pos:R:3:forces:R:3:lowdin_spin:R:1
Ge 2.293341 1.123665 -1.396226 -0.08 0.05 -0.21 0.339
Sc -0.394105 0.009893 0.157300 -0.06 -0.06 0.31 0.052
S 1.963338 0.074560 1.372060 0.05 0.01 0.02 0.205
O 0.658681 -1.566652 -0.651814 -0.16 0.05 -0.02 0.013
O 0.645125 -3.789033 -0.693689 0.01 -0.02 -0.05 0.001
N -0.518477 1.857155 1.457436 -0.09 -0.01 -0.05 0.002
N -2.083150 -1.263373 -0.634114 0.06 0.07 -0.05 -0.001
N -1.124147 -0.904989 2.033858 0.02 0.02 -0.09 0.001
N -1.324190 1.447936 -1.265798 0.09 -0.06 0.02 0.007
C 2.669233 3.063025 -1.598594 0.03 -0.07 0.07 0.067
C 3.279884 5.785616 -2.044469 -0.01 0.01 -0.01 0.017
C -2.032811 -3.273436 -4.600779 -0.03 0.01 0.02 0.000
C 4.539723 5.857741 0.080946 0.00 -0.01 -0.02 0.002
C -0.042795 3.229630 3.248661 0.00 -0.05 0.04 0.000
C -0.314685 1.877686 2.799605 -0.01 0.04 -0.02 0.003
C -2.496337 2.257873 -4.722000 -0.04 0.00 0.02 0.000
C -1.069019 2.787427 -1.328693 0.04 0.04 -0.03 0.006
C 3.761297 5.152834 -0.872084 -0.01 -0.05 0.05 0.001
C 2.510915 5.092102 -2.933304 0.01 -0.01 -0.01 0.002
C -3.070185 -4.833112 -1.141148 -0.02 0.02 0.00 0.000
C -1.296326 4.732526 -3.050202 -0.03 0.02 0.04 0.000
C 1.006896 -2.727738 -0.202845 0.07 -0.01 0.02 0.002
C -1.256542 -2.701421 3.476448 0.00 -0.01 -0.02 0.000
C 3.367719 -4.164907 2.360925 0.01 0.03 0.02 0.020
C 3.871138 3.197214 0.579384 -0.03 0.06 -0.03 -0.001
C 1.426802 5.954672 1.680330 -0.02 -0.02 0.00 0.000
C -2.269835 -2.531625 -0.197274 0.01 0.03 0.02 0.001
C 2.215003 3.727831 -2.711119 0.02 0.00 0.02 0.025
C 6.529982 -1.075411 -1.501399 -0.01 0.01 -0.01 0.004
C 1.969274 -2.740881 0.971695 0.00 0.03 0.01 0.018
C -2.892703 -2.576426 -2.354958 -0.02 0.02 -0.08 0.000
C -1.967245 -2.982511 1.082953 -0.03 -0.04 -0.03 -0.001
C -2.780835 -3.371296 -1.263596 0.03 -0.06 0.07 0.000
C -0.506178 -1.578867 5.660605 -0.02 0.02 0.01 0.000
C -1.462879 -2.221569 2.121584 0.03 0.02 0.05 0.001
C 4.064761 0.261852 -1.428217 -0.05 -0.04 0.01 0.023
C 1.810635 3.286442 4.923079 -0.03 0.02 0.00 0.000
C 4.953873 5.251169 1.231176 0.00 0.00 -0.01 -0.002
C 3.447055 -1.779351 2.612602 -0.01 -0.01 0.01 0.020
C -0.419517 3.151593 1.033024 -0.02 -0.02 0.05 0.001
C -4.394666 -5.119928 -0.428159 0.02 0.00 0.00 0.000
C -1.675451 -1.050992 6.498407 0.03 0.00 -0.01 0.000
C 0.018457 5.515467 2.081121 0.02 0.01 -0.01 0.000
C -0.753815 -0.512612 3.283706 -0.01 -0.04 0.03 0.001
C -1.928866 2.250425 -3.336927 0.01 0.04 -0.02 0.001
C -4.022961 2.389651 -4.733914 0.03 0.00 0.01 0.000
C 5.350434 -1.793463 -1.353195 0.00 0.01 0.00 -0.001
C -1.878302 1.105291 -2.463590 0.00 0.00 -0.01 0.002
C -3.270209 -2.970908 -3.748238 0.02 0.00 -0.01 0.000
C -3.011467 -4.355955 4.208034 0.03 0.00 0.00 0.000
C 3.430034 3.793310 -0.631932 0.00 0.08 -0.06 0.008
C -0.127618 4.027282 2.152579 0.00 0.04 -0.04 0.000
C -0.825081 -1.637109 4.200727 -0.01 0.00 0.01 0.000
C -2.461162 5.598538 -2.558322 0.01 -0.02 -0.02 0.000
C 2.425383 -4.001039 1.364516 -0.03 0.02 -0.03 -0.002
C 5.256839 0.966971 -1.587828 0.02 -0.05 0.02 0.006
C 2.467721 -1.594633 1.620798 0.00 -0.02 -0.02 0.020
C 4.606470 3.906411 1.485626 0.01 0.00 0.03 0.003
C 6.480120 0.306029 -1.623477 -0.03 -0.01 0.00 0.000
C -2.352691 -0.162331 -2.789649 0.00 -0.01 -0.04 -0.001
C 0.336633 3.607381 4.645094 0.03 -0.03 -0.02 0.000
C -0.623670 3.570811 -0.268399 0.03 -0.01 -0.03 0.005
C 1.458408 0.544247 -3.103051 0.04 0.03 0.01 0.097
C 3.889394 -3.033246 2.981725 -0.02 -0.01 -0.02 0.000
C -2.440490 -1.257318 -1.950763 0.04 -0.01 0.07 0.001
C -1.420305 3.302207 -2.627935 -0.03 0.00 -0.04 0.001
C -0.390195 0.772847 3.641150 0.03 -0.01 -0.01 0.002
C 4.132929 -1.128656 -1.320477 0.02 0.00 0.00 0.003
C -1.525535 -4.098300 3.937831 -0.04 0.01 0.00 0.000
H 3.529199 6.826906 -2.216658 -0.01 0.00 0.00 0.001
H -0.240688 5.947132 3.051229 0.00 0.00 0.00 0.000
H -3.090465 -5.280908 -2.137231 0.01 0.00 0.00 0.000
H -2.208586 1.341144 -5.243598 0.01 0.00 0.00 0.000
H -0.296124 3.079764 5.364228 0.00 0.00 0.00 0.000
H 1.509997 7.042841 1.631900 -0.01 0.00 0.00 0.000
H 3.220923 -1.700035 -1.201227 0.01 0.01 -0.01 0.000
H 2.137221 5.579381 -3.826912 0.00 0.00 0.00 0.000
H 2.090611 3.550180 5.945217 0.00 0.00 0.00 0.000
H 2.010998 -4.850701 0.837907 0.01 -0.01 0.01 -0.001
H -3.408276 5.238164 -2.963240 0.00 0.00 0.00 0.000
H -3.919638 -3.849054 -3.716638 0.00 0.00 0.00 0.000
H 4.642427 -3.127874 3.755687 0.00 -0.01 0.00 0.000
H -2.535237 5.561694 -1.470523 0.00 0.00 0.00 0.000
H -1.410534 -0.993778 7.556114 0.00 0.00 0.00 0.000
H 3.845693 -0.897587 3.099078 0.00 0.01 0.00 0.001
H 1.150651 -0.495652 -2.993070 -0.01 0.00 -0.02 0.000
H -1.381574 -2.399814 -4.652152 0.01 0.00 -0.01 0.000
H -3.605303 -4.169426 3.311991 0.00 0.00 0.00 0.000
H -1.161099 -4.804800 3.187625 0.01 0.00 0.00 0.000
H 5.239807 2.046203 -1.683380 0.00 0.02 0.00 0.001
H 1.620652 3.200906 -3.449158 0.00 0.00 -0.01 0.003
H -0.951621 -4.295083 4.846096 0.01 0.00 0.00 0.000
H 0.157574 4.673814 4.801022 0.00 0.01 -0.01 0.000
H 2.165939 5.584915 2.392234 0.01 0.00 -0.01 0.000
H 7.483005 -1.590616 -1.521945 0.00 0.00 0.00 0.000
H -5.228252 -4.677368 -0.976583 0.00 0.00 0.00 0.000
H -1.452137 -4.080524 -4.152335 0.01 0.00 0.00 0.000
H -4.417460 2.357138 -5.751553 0.00 0.00 0.00 0.000
H 2.006936 2.224189 4.768761 0.01 0.00 0.00 0.000
H 3.605470 2.167317 0.789554 0.02 -0.01 0.01 0.000
H 5.540909 5.802178 1.956145 0.00 0.00 0.00 0.000
H 2.454536 3.835287 4.233476 0.00 0.00 0.00 0.000
H -0.470399 4.623359 -0.475004 0.00 0.00 0.01 0.000
H -0.353878 5.142773 -2.677292 -0.01 -0.01 0.00 0.000
H -2.544843 -1.702812 6.397625 0.00 0.00 0.00 0.000
H -4.330384 3.331757 -4.277317 0.00 0.00 0.00 0.000
H -0.229397 -2.576435 6.008941 0.00 0.00 0.00 0.000
H -0.151590 0.938035 4.684505 0.00 0.01 0.00 0.000
H -3.380945 -3.690605 4.990282 0.00 0.00 0.00 0.000
H 3.703505 -5.155519 2.641758 0.00 0.00 0.00 0.002
H -3.856261 -2.176324 -4.218354 -0.01 0.00 0.00 0.000
H -3.182644 -5.386591 4.525189 0.00 0.00 0.00 0.000
H 0.585085 1.146844 -3.351997 -0.01 -0.01 0.02 0.000
H 7.395324 0.874225 -1.743823 0.00 0.00 0.00 0.000
H 0.371608 -0.947146 5.818505 0.01 0.00 -0.01 0.000
H -0.705075 5.918660 1.367067 -0.01 -0.01 0.00 0.000
H -2.334733 6.640507 -2.859250 0.01 0.00 0.00 0.000
H 4.925590 3.433527 2.406505 -0.01 -0.01 0.00 0.000
H -2.055229 3.081038 -5.289173 0.00 0.01 0.00 0.000
H 4.787861 6.895122 -0.116112 0.00 0.00 0.00 0.000
H -1.970951 -0.055542 6.163464 0.00 0.00 0.00 0.000
H -4.480792 1.582152 -4.160739 -0.01 0.00 0.00 0.000
H 1.688713 5.548586 0.703757 0.02 0.00 0.00 0.000
H -1.242080 4.784544 -4.140675 0.01 0.00 -0.01 0.000
H -4.399152 -4.690007 0.574826 0.00 0.00 0.00 0.000
H -4.572753 -6.193655 -0.339976 0.00 0.00 0.00 0.000
H -2.244021 -5.312859 -0.610264 0.00 -0.01 0.00 0.000
H -2.138575 -4.032409 1.283625 -0.01 0.00 0.00 0.000
H 5.375197 -2.872124 -1.253365 0.00 0.00 0.00 0.000
H -2.703246 -0.299538 -3.805805 0.00 0.00 0.00 0.000
H -2.309863 -3.561900 -5.616970 0.00 0.00 0.00 0.000
H 2.193322 0.621584 -3.908504 0.03 0.00 0.02 0.014
```
Positions in Å, forces in eV/Å.

=====

[2]
Below is a structure of composition C14H18Br6N4O4 at a distorted geometry, with properties calculated with the ωB97M-V functional and the def2-TZVPD basis.

Results
Calculated total energy = -449207.7476 eV
E_HOMO = -9.680 eV
Kohn-Sham gap = 9.28 eV

Geometry as XYZ:
```
46
Properties=species:S:1:pos:R:3:forces:R:3:lowdin_charge:R:1
Br -1.944622 3.947620 11.050550 1.02 0.72 -0.20 0.635
Br 0.716927 3.740976 14.512844 0.75 -0.44 -0.56 0.606
Br 1.535621 1.953260 11.896823 0.40 0.41 1.14 0.530
Br -2.936439 0.967455 11.157776 0.28 -0.62 -0.36 0.624
Br 1.429577 0.653053 14.811857 0.45 0.64 -0.29 0.538
Br -4.885000 3.252663 10.264841 -0.47 0.16 -0.26 0.606
O -4.243307 -0.162583 16.067976 0.77 0.23 -0.26 0.069
O -2.513685 3.848381 14.738122 -0.63 1.58 -0.73 0.026
O -2.164566 -0.689010 16.349427 -0.03 0.27 0.00 0.037
O -2.181497 1.806357 14.284611 -0.06 -1.42 -0.89 0.019
N -3.155865 -0.545629 15.658333 -0.57 -0.42 0.55 -0.447
N -2.296651 2.715035 15.050264 0.29 0.42 1.85 -0.474
N -1.314746 7.605579 19.691035 0.42 0.89 1.04 0.079
N 0.257928 3.775011 19.654520 -0.47 0.01 0.30 0.069
C -3.198541 6.083876 18.365183 -0.57 0.55 -0.22 -0.091
C -1.752278 2.655306 20.372886 0.26 -0.13 -0.86 -0.061
C -1.420156 1.503739 19.639718 0.40 0.23 -0.38 -0.075
C -1.982501 6.344145 17.817687 -0.95 -1.66 -1.96 -0.096
C 1.880840 2.292604 13.821674 -2.77 -0.64 -0.37 -1.449
C -0.907733 3.765410 20.294414 0.13 -0.72 0.82 -0.154
C -0.188975 1.475160 18.943660 -1.19 1.83 2.01 -0.063
C -3.463668 6.622464 19.578678 1.32 0.64 0.83 -0.062
C 0.581863 2.651301 19.068045 0.76 -1.59 -1.58 -0.179
C -2.449956 7.310867 20.260012 -1.43 -0.07 -0.39 -0.150
C -2.018816 2.510979 16.506759 -0.59 -0.52 -0.22 0.033
C -3.100533 -1.055634 14.282018 -0.37 -1.27 0.64 0.025
C -1.171676 7.171538 18.469898 4.00 -0.01 -0.86 -0.190
C -3.383994 2.812343 11.346642 -0.21 -0.66 -0.92 -1.714
H -2.662775 7.753965 21.212322 0.06 0.00 0.57 0.101
H -0.202218 7.357661 17.998890 -0.16 0.40 0.16 0.116
H -1.792774 5.880985 16.848903 0.44 0.53 0.11 0.108
H -2.727212 3.091986 17.101973 0.03 -0.15 -0.28 0.106
H -3.576620 -0.412738 13.601082 -0.53 0.96 -0.59 0.026
H -3.931092 5.715259 17.704945 -1.06 -0.99 -0.22 0.101
H 2.865768 2.603575 14.002035 1.24 0.10 0.04 -0.046
H 1.551865 2.657079 18.584568 0.15 -0.03 -0.09 0.102
H -4.406587 6.664170 19.987977 -2.05 -0.39 0.91 0.078
H -3.661681 2.884260 12.343327 -0.53 0.41 1.68 -0.083
H -2.141071 0.681437 19.601985 0.45 0.11 0.05 0.111
H -1.038743 2.937940 16.615699 0.49 -0.08 0.29 0.044
H -3.666610 -1.981100 14.365466 -0.11 -0.09 -0.22 0.113
H 0.182857 0.615763 18.449018 0.20 -0.58 -0.52 0.088
H -1.021658 4.621221 20.917828 -0.77 0.71 0.20 0.092
H -2.062991 1.439691 16.708970 0.20 0.40 0.12 0.059
H -2.103342 -1.298760 14.013974 0.88 0.13 -0.11 0.092
H -2.678207 2.677679 20.934705 0.11 0.15 0.02 0.100
```
Positions in Å, forces in eV/Å.